{
  "formula": "C3H11N2O",
  "method": "ωB97M-V with the def2-TZVPD basis set",
  "symbols": ["C", "C", "C", "N", "O", "N", "H", "H", "H", "H", "H", "H", "H", "H", "H", "H", "H"],
  "positions_angstrom": [[-1.05557, -1.11441, 0.55506], [-0.01108, -0.16411, 0.00026], [-0.82875, 1.36319, 0.31706], [0.09625, -0.40454, -1.49998], [1.11675, -0.39628, 0.62029], [2.22198, 0.55017, 0.41686], [-0.61776, -1.72940, 1.36575], [-1.95309, -0.69954, 0.85339], [-1.47069, -1.85932, -0.24201], [-1.06854, 1.14523, 1.34037], [-0.45168, 2.39038, 0.23900], [-1.65911, 1.17595, -0.36719], [-0.41656, -1.21279, -1.83528], [1.13012, -0.57643, -1.69459], [-0.23770, 0.46741, -1.89540], [2.16759, 1.11915, 1.25019], [3.03783, -0.05467, 0.57622]],
  "atomic_forces_ev_per_a": [[0.7816, -3.6488, -1.6423], [-3.6812, 3.1019, 0.7994], [1.3379, -2.4650, -1.1567], [2.3107, 0.4345, -0.1169], [2.8585, -0.7465, 1.3315], [-0.5982, -0.6520, -0.4389], [-0.3103, 0.4119, -0.4377], [-1.4773, 1.3377, 0.9752], [1.1069, 0.9515, 1.1835], [-0.5296, 0.3071, 0.3479], [0.6176, -0.6432, -0.4340], [-0.4210, 0.6043, 0.4837], [-0.2847, -0.0448, 0.0089], [-1.4896, 0.6258, -0.0647], [0.2052, -0.0974, -0.8955], [-0.0342, 0.3670, 0.2236], [-0.3924, 0.1558, -0.1670]],
  "smiles": "CC(C)([NH3+])ON",
  "total_energy_ha": -305.300255,
  "charge": 1,
  "multiplicity": 1
}

***

{
  "formula": "C35H69F3N8O21S",
  "method": "ωB97M-V with the def2-TZVPD basis set",
  "symbols": ["O", "C", "O", "C", "C", "F", "O", "H", "H", "H", "O", "C", "O", "C", "C", "F", "O", "H", "H", "H", "O", "C", "O", "C", "C", "F", "O", "H", "H", "H", "O", "S", "O", "O", "C", "C", "O", "H", "H", "H", "H", "C", "N", "C", "C", "O", "H", "H", "H", "H", "H", "H", "H", "C", "N", "C", "C", "O", "H", "H", "H", "H", "H", "H", "H", "C", "N", "C", "C", "O", "H", "H", "H", "H", "H", "H", "H", "C", "N", "C", "C", "O", "H", "H", "H", "H", "H", "H", "H", "C", "N", "C", "C", "O", "H", "H", "H", "H", "H", "H", "H", "C", "N", "C", "C", "O", "H", "H", "H", "H", "H", "H", "H", "C", "N", "C", "C", "O", "H", "H", "H", "H", "H", "H", "H", "C", "N", "C", "C", "O", "H", "H", "H", "H", "H", "H", "H"],
  "positions_angstrom": [[-2.65266, -5.23449, -1.06818], [-2.65606, -6.43549, -1.37744], [-3.79874, -7.18627, -1.38727], [-3.51755, -8.39880, -2.09882], [-2.11190, -8.59035, -1.61238], [-1.39134, -9.28820, -2.51465], [-1.57061, -7.25818, -1.53309], [-4.20983, -9.15621, -1.73112], [-3.40034, -8.38664, -3.18242], [-2.17059, -9.01885, -0.61186], [2.53305, 2.45596, -2.57053], [1.84157, 1.82944, -1.75114], [0.99175, 0.88340, -1.98640], [0.31707, 0.43576, -0.78679], [1.25232, 0.88895, 0.25129], [1.90285, -0.18608, 0.62022], [1.99168, 1.86566, -0.36241], [-0.57153, 1.01426, -0.53418], [0.06590, -0.62094, -0.69515], [0.73828, 1.31859, 1.11110], [1.01503, -5.29724, 2.28621], [0.87507, -6.26768, 2.95017], [1.82542, -7.16426, 3.23828], [1.24894, -8.16474, 4.15017], [-0.04389, -7.50179, 4.66088], [0.15335, -6.88140, 5.84848], [-0.24338, -6.53259, 3.62443], [0.96653, -9.10822, 3.68306], [1.95839, -8.27791, 4.96991], [-0.85408, -8.22676, 4.73907], [8.89101, 8.94298, -5.30232], [7.52794, 8.72085, -4.79238], [6.77779, 9.74051, -3.99194], [6.62916, 8.11962, -6.03838], [5.85940, 7.05150, -5.59544], [6.67530, 6.29402, -4.56157], [7.34357, 7.35256, -3.87012], [4.95706, 7.48793, -5.16716], [5.50452, 6.38986, -6.38561], [7.38997, 5.48019, -4.68418], [6.02740, 5.82261, -3.82261], [-4.56861, -0.48605, 5.36857], [-3.18085, -0.37155, 5.69478], [-2.54210, -1.21398, 6.49835], [-1.01582, -1.18347, 6.32952], [-3.08603, -2.04831, 7.25262], [-4.95336, -1.30047, 4.75473], [-4.88628, 0.47088, 4.95448], [-5.12453, -0.42683, 6.30428], [-2.72177, 0.46398, 5.36128], [-0.56070, -2.10653, 5.97045], [-0.52795, -0.71498, 7.18428], [-0.78252, -0.38809, 5.62168], [-4.52347, 5.01550, 1.43281], [-5.23022, 6.04893, 0.67033], [-6.46876, 6.39593, 1.03442], [-7.16712, 7.52455, 0.24389], [-7.02634, 5.83257, 1.96601], [-4.89534, 4.85887, 2.44537], [-3.45260, 5.20375, 1.35599], [-4.78050, 4.14508, 0.82914], [-4.84273, 6.13827, -0.25809], [-8.23646, 7.32858, 0.16509], [-6.76382, 7.66466, -0.75901], [-6.99654, 8.45963, 0.77739], [5.87856, -3.22875, -0.67132], [5.10902, -4.46502, -0.79821], [5.60102, -5.62490, -1.02114], [4.58847, -6.82111, -0.93964], [6.80654, -5.84693, -1.25556], [6.31780, -2.88442, -1.60759], [6.60286, -3.35581, 0.13326], [5.08643, -2.54112, -0.37499], [4.15412, -4.43337, -0.47070], [4.70699, -7.39787, -1.85693], [3.54702, -6.50032, -0.96382], [4.84851, -7.44536, -0.08479], [-2.11657, 5.47641, 6.24647], [-0.77132, 5.72590, 5.71847], [0.00339, 4.82714, 5.03353], [1.29199, 5.33970, 4.46488], [-0.35563, 3.67441, 4.80852], [-2.36164, 4.49974, 6.66376], [-2.94978, 5.83758, 5.64363], [-2.22174, 5.99309, 7.20046], [-0.43714, 6.67371, 5.81883], [1.58020, 4.95651, 3.48599], [2.13550, 5.11293, 5.11694], [1.48247, 6.40309, 4.31987], [-1.46729, 6.32217, -4.79520], [-2.76915, 5.71117, -4.70461], [-3.11714, 4.71659, -3.89427], [-4.48549, 4.06810, -4.15619], [-2.34967, 4.28944, -3.00876], [-0.70864, 5.80719, -4.20582], [-1.52331, 7.32901, -4.38138], [-1.15015, 6.40322, -5.83489], [-3.37437, 6.05869, -5.43470], [-5.18009, 4.32075, -3.35507], [-4.53000, 2.97982, -4.19822], [-4.89104, 4.41366, -5.10710], [1.42393, -3.66514, -4.92018], [0.82133, -4.22414, -6.14787], [1.13173, -5.33612, -6.80123], [0.13631, -5.88155, -7.84921], [2.18954, -5.88237, -6.53281], [0.97302, -4.18980, -4.07786], [1.42964, -2.57578, -4.95739], [2.47802, -3.92687, -4.82797], [-0.10635, -3.89885, -6.37957], [0.63363, -6.13249, -8.78611], [-0.62427, -5.19127, -8.21411], [-0.18045, -6.81466, -7.38332], [-4.03157, -1.83400, -4.07026], [-5.11984, -2.75773, -3.78335], [-6.36980, -2.32517, -3.49589], [-7.34927, -3.44927, -3.15101], [-6.67434, -1.10739, -3.23034], [-3.08965, -2.33514, -4.29324], [-3.75723, -1.19448, -3.23129], [-4.25092, -1.22027, -4.94395], [-5.02060, -3.70133, -4.12957], [-8.07854, -3.03219, -2.45653], [-6.86356, -4.28037, -2.63968], [-7.84218, -3.71491, -4.08620], [6.15609, 2.30002, 8.00876], [5.98708, 1.38623, 6.87221], [6.82675, 1.35152, 5.85447], [6.27294, 0.78911, 4.59400], [7.92160, 1.95299, 5.81727], [7.17503, 2.32572, 8.39505], [5.58232, 1.84321, 8.81511], [5.88055, 3.30551, 7.69070], [5.23302, 0.71995, 6.78526], [5.28302, 1.24052, 4.52766], [6.16609, -0.27451, 4.38093], [6.94282, 1.11353, 3.79768]],
  "atomic_forces_ev_per_a": [[0.3738, -4.2259, -1.5615], [-0.1812, 3.3185, 2.2338], [-0.1609, 0.7650, -1.3988], [0.6436, -0.2013, 0.9169], [0.0153, 0.0273, -0.0037], [0.2757, -0.1982, 0.4912], [-1.1559, 0.1248, -0.1989], [0.1046, 0.0622, -0.3080], [-0.8833, 0.6886, -0.2042], [0.9647, -0.3445, -0.0110], [-2.7227, -1.8692, 3.0489], [3.6286, 1.4312, -0.7707], [-2.4489, -1.7132, -1.4464], [-1.1394, 1.2392, -0.1251], [-1.8505, 0.9532, 0.2901], [2.7652, -1.7294, 1.2993], [1.4941, 1.5187, -0.5515], [-0.5129, 0.0623, -1.2224], [0.4745, 0.0843, -0.7589], [0.3013, 0.0450, 0.2223], [0.1220, -0.0472, -0.6151], [0.7722, 0.7720, 0.4053], [-0.4105, -1.6062, 0.5082], [0.1307, 1.0483, 0.4088], [1.3862, 0.0752, -1.5625], [-0.2068, 0.1372, -0.0055], [-1.9577, -0.7489, 1.4534], [0.5505, 0.1298, -0.4073], [-0.0502, -0.2875, -0.1856], [-0.3002, 0.5487, -0.0210], [-3.3285, -0.4872, 1.3529], [-0.6450, 0.7242, 1.5011], [2.3870, -2.4847, -2.7801], [1.7863, 1.3563, -0.0016], [-1.1445, -1.3778, 0.1888], [-0.3255, 0.0218, 1.6863], [1.0851, 1.4978, -0.5333], [-0.0502, -0.2957, 0.5218], [0.4927, 0.3390, -0.4691], [0.2071, 0.3300, -1.5142], [-0.4762, 0.3609, 0.0591], [-1.5011, 1.6338, 1.3313], [-0.4866, 0.5945, -1.2951], [1.0274, -2.8459, 1.8120], [-0.1645, 1.8647, -0.0767], [0.5496, 1.5570, -1.6051], [0.7028, -0.1716, 0.0512], [0.1824, -0.1180, -0.6511], [-0.2768, -0.7589, 0.1314], [0.2674, -0.5278, -0.1175], [-0.2803, -0.0101, 0.4476], [0.0011, -0.9310, 0.6206], [0.0061, -0.2474, -0.6653], [-0.4551, -0.5060, -1.3304], [1.4350, 0.1485, 0.5034], [-1.6176, 0.2303, -0.3886], [0.4986, -0.4688, 0.1366], [0.0046, 0.5102, 0.0530], [0.0815, 0.4579, -0.2454], [-0.0802, -0.0595, 0.3086], [0.5425, -0.7988, 0.5888], [-0.4881, 0.6328, 0.0946], [0.1417, -0.0205, 0.1977], [0.1176, -0.1334, -0.0240], [-0.1357, -0.0159, 0.0961], [-1.0176, -0.3518, 0.3552], [-1.6176, 3.1496, 0.5272], [2.4298, -4.7884, -0.7102], [0.7183, 0.8612, -0.7773], [-1.6200, 0.5129, 0.2555], [0.1211, -0.2916, 0.1266], [0.2017, 0.2686, -0.2488], [0.5184, 0.5467, 0.0992], [0.1736, 0.0682, -0.1817], [0.2790, -0.1227, 0.1141], [-0.0185, 0.0495, 0.5054], [-0.2058, 0.1009, -0.0382], [-0.1399, 0.3616, 1.3332], [-0.3146, -0.4171, 0.1177], [-1.1213, -0.3476, -0.8147], [1.7836, 0.7687, -0.1619], [0.1768, 0.6596, 0.4702], [0.6580, -0.5868, -1.0585], [0.2848, -0.1931, -0.4601], [0.2672, 0.7547, -0.0745], [0.0293, -0.2778, -0.0919], [-0.5799, -0.6462, 0.1523], [-0.0936, -0.5546, 0.2481], [-0.9788, 0.4174, 0.3159], [0.5035, 0.5655, 0.6956], [0.0539, 0.9366, -1.4024], [0.6603, -2.3986, 1.6169], [-0.1586, 0.5399, -0.1268], [-1.1553, 0.7064, -1.1025], [-0.2880, -0.3071, -0.1433], [0.1138, 0.1789, -0.0582], [-0.0183, -0.1564, 0.0285], [-0.3731, -0.5363, 0.3545], [0.0206, 0.2591, 0.0004], [0.7829, 0.0353, 0.1283], [-0.1649, 0.1516, 0.0669], [0.6620, -1.1828, -0.7523], [-1.8253, 1.9669, 0.2755], [1.6393, -0.6760, -0.3081], [1.0111, 0.2467, 0.1049], [-0.1003, -0.8960, -0.5067], [-0.3105, 0.7841, 0.3396], [-0.6687, -0.1589, 0.3275], [0.0026, -0.2506, -0.5532], [0.1304, 0.3699, 0.2977], [0.5542, -0.2133, 0.3309], [-0.4368, -0.0868, 0.8014], [-0.6622, 0.1017, -0.3406], [0.4528, 0.2589, -0.2977], [0.4709, 0.4667, -0.6193], [-0.9868, 2.8965, 2.8533], [0.0062, 0.8927, -0.3463], [1.3241, -3.7401, -1.5326], [-0.2900, -0.5899, -0.0449], [-0.6193, 0.0537, 0.1050], [-0.1303, 0.2087, 0.1252], [-0.0661, 0.1349, 0.2586], [-0.0353, 0.0246, -0.2531], [0.0694, -0.1079, -0.4148], [-0.1743, -0.4812, 0.1870], [0.0106, -1.1690, -0.0739], [-0.2127, -0.1424, 1.1840], [3.0227, 1.3230, -1.3080], [-0.1745, -0.3000, -1.2147], [-1.6244, -0.8346, 0.6158], [0.1434, -0.1093, -0.4939], [-0.4019, 0.7115, 0.0406], [-0.2600, -0.0359, 0.4290], [-0.1901, 0.4963, 0.5594], [-0.0408, -0.0419, -0.6216], [0.0180, -0.2333, 0.8785], [-0.3005, 0.3356, 0.0013]],
  "smiles": "O=C1OC[C@@H](F)O1.O=C1OC[C@@H](F)O1.O=C1OC[C@@H](F)O1.O=S1(=O)OCCO1.CNC(C)=O.CNC(C)=O.CNC(C)=O.CNC(C)=O.CNC(C)=O.CNC(C)=O.CNC(C)=O.CNC(C)=O",
  "total_energy_ha": -4090.833756,
  "charge": 0,
  "multiplicity": 1
}

***

{
  "formula": "C21H22FN3O",
  "method": "ωB97M-V with the def2-TZVPD basis set",
  "symbols": ["C", "N", "C", "C", "C", "C", "C", "N", "C", "C", "C", "C", "N", "C", "O", "C", "C", "C", "C", "F", "C", "C", "C", "C", "C", "C", "H", "H", "H", "H", "H", "H", "H", "H", "H", "H", "H", "H", "H", "H", "H", "H", "H", "H", "H", "H", "H", "H"],
  "positions_angstrom": [[4.44982, -1.60226, 2.72237], [3.59049, -2.70979, 2.36366], [2.68981, -3.03531, 3.44753], [2.92879, -2.60156, 1.07146], [3.94918, -2.69972, -0.07232], [3.23914, -3.03203, -1.38676], [2.07727, -2.11360, -1.53375], [1.38783, -1.90864, -2.70254], [0.38386, -1.00926, -2.47252], [-0.57530, -0.48223, -3.32428], [-1.47939, 0.42283, -2.81275], [-1.43235, 0.80480, -1.46366], [-2.35031, 1.71894, -0.92078], [-3.32941, 2.43394, -1.53563], [-3.57101, 2.41632, -2.72606], [-4.11181, 3.30157, -0.59672], [-4.41277, 2.92564, 0.70939], [-5.16465, 3.75598, 1.52055], [-5.60653, 4.96450, 1.01222], [-6.33010, 5.77895, 1.80628], [-5.33626, 5.35597, -0.28715], [-4.59428, 4.51124, -1.08934], [-0.47679, 0.28179, -0.60727], [0.44427, -0.63455, -1.10592], [1.53304, -1.35766, -0.53508], [2.04918, -1.35240, 0.86547], [5.11773, -1.36931, 1.89767], [5.05593, -1.90306, 3.57770], [3.89667, -0.69266, 3.00254], [2.08367, -3.89635, 3.17056], [3.28205, -3.29791, 4.32435], [2.01945, -2.20688, 3.72434], [2.27769, -3.48180, 0.99916], [4.68409, -3.46759, 0.16995], [4.46819, -1.74711, -0.18769], [3.92690, -2.92449, -2.23038], [2.89459, -4.07190, -1.37359], [1.58913, -2.34901, -3.58372], [-0.61715, -0.77104, -4.36375], [-2.23481, 0.85223, -3.44753], [-2.21548, 1.89286, 0.06549], [-4.09367, 1.96810, 1.09561], [-5.41433, 3.47751, 2.53231], [-5.70845, 6.29983, -0.65245], [-4.37580, 4.77398, -2.11295], [-0.44469, 0.57975, 0.43182], [1.21726, -1.35141, 1.57402], [2.63928, -0.44723, 1.04015]],
  "atomic_forces_ev_per_a": [[-0.0318, -0.0918, -0.0013], [-0.0234, -0.0996, 0.0655], [0.0542, 0.0212, -0.0538], [0.1705, 0.1252, -0.0844], [-0.2374, -0.1742, 0.0083], [0.0787, 0.0464, 0.0058], [0.0044, 0.0487, 0.2553], [0.2322, -0.2719, -0.2338], [-0.3747, 0.3979, 0.3204], [0.1315, -0.0787, 0.1065], [-0.1343, 0.0668, -0.1334], [0.1821, -0.2199, -0.1491], [0.0200, 0.0393, 0.4452], [-0.0463, 0.0878, 0.2146], [0.0302, 0.0189, -0.1669], [-0.1700, 0.0816, 0.0136], [0.0466, 0.1067, -0.1884], [-0.1255, 0.2285, 0.0923], [0.0717, -0.1240, -0.0354], [0.0640, -0.0774, -0.0867], [-0.0782, 0.0224, 0.1885], [0.0757, -0.1685, 0.0472], [-0.0487, -0.0082, -0.1763], [-0.1048, -0.0700, -0.5110], [0.2362, -0.1883, -0.0760], [0.0648, -0.2129, -0.0023], [0.0914, 0.0879, -0.0138], [0.0520, 0.0783, 0.0148], [0.0172, 0.0364, -0.0157], [-0.0601, -0.0453, 0.0357], [-0.0596, -0.0108, 0.0802], [-0.0349, 0.0097, 0.0296], [0.0025, 0.0447, -0.0228], [0.0227, 0.0214, 0.0220], [0.0787, 0.0522, 0.0055], [-0.0167, -0.0453, -0.0054], [0.0484, -0.0069, -0.0350], [-0.0113, 0.0460, 0.0937], [-0.0408, -0.0046, -0.1200], [-0.0173, 0.0109, -0.0248], [-0.0986, 0.0818, -0.2255], [0.0274, -0.0799, 0.0242], [-0.0452, -0.0048, 0.0896], [-0.0385, 0.0994, -0.0138], [0.0022, 0.0178, -0.0873], [-0.0114, 0.0543, 0.1292], [0.0091, 0.0380, 0.0632], [-0.0047, 0.0126, 0.1120]],
  "smiles": "CN(C)[C@@H]1CCc2[nH]c3ccc(NC(=O)c4ccc(F)cc4)cc3c2C1",
  "total_energy_ha": -1152.844345,
  "charge": 0,
  "multiplicity": 1
}